Record 1
C23H45N2OP2Pb as an isolated structure in a non-equilibrium geometry. Source: the Open Molecules 2025 dataset; level of theory: ωB97M-V/def2-TZVPD.

CARTESIAN COORDINATES (ANGSTROEM)
Pb1 -0.184 0.045 -0.827
P1 -0.114 -2.351 -1.107
P2 -0.114 2.456 -0.806
N1 1.624 0.097 -1.662
C1 1.518 -2.328 -1.936
H1 2.030 -3.278 -1.744
H2 1.332 -2.236 -3.017
C2 2.368 -1.130 -1.477
H3 2.686 -1.278 -0.426
H4 3.272 -1.046 -2.080
C3 2.369 1.292 -1.325
H5 3.272 1.284 -1.934
H6 2.686 1.307 -0.264
C4 1.517 2.538 -1.630
H7 1.332 2.581 -2.715
H8 2.030 3.456 -1.322
C5 0.095 3.139 0.873
C6 -1.038 2.806 1.848
H9 -0.755 3.141 2.859
H10 -1.227 1.732 1.908
H11 -1.977 3.296 1.578
C7 -1.332 3.255 -1.865
C8 -2.718 3.352 -1.211
H12 -3.453 3.698 -1.956
H13 -2.722 4.077 -0.388
H14 -3.066 2.385 -0.824
C9 -1.331 -3.009 -2.258
C10 -2.718 -3.189 -1.621
H15 -3.453 -3.438 -2.404
H16 -3.066 -2.278 -1.116
H17 -2.722 -4.011 -0.896
C11 0.095 -3.237 0.472
C12 -1.038 -3.029 1.482
H18 -0.755 -3.489 2.443
H19 -1.977 -3.482 1.153
H20 -1.226 -1.971 1.676
C13 -2.111 -0.002 -0.082
C14 -0.842 4.622 -2.379
H21 -0.810 5.370 -1.580
H22 0.146 4.562 -2.841
H23 -1.544 4.987 -3.143
C15 -0.842 -4.303 -2.939
H24 -1.544 -4.570 -3.743
H25 0.146 -4.185 -3.390
H26 -0.810 -5.145 -2.240
C16 0.358 -4.730 0.220
H27 0.697 -5.195 1.161
H28 -0.556 -5.253 -0.086
H29 1.134 -4.905 -0.530
C17 0.358 4.651 0.809
H30 -0.556 5.208 0.570
H31 0.697 4.995 1.801
H32 1.134 4.919 0.086
H33 1.012 2.640 1.229
H34 1.012 -2.787 0.888
H35 -1.411 2.580 -2.736
H36 -1.411 -2.233 -3.037
O1 -3.216 -0.036 0.464
H37 -0.725 -0.056 -3.824
H38 -1.381 0.126 -3.534
C18 2.092 -0.220 5.537
C19 1.575 -0.193 4.145
C20 2.429 -0.147 3.048
C21 1.928 -0.103 1.790
N2 0.636 -0.098 1.499
C22 -0.208 -0.158 2.537
C23 0.219 -0.204 3.839
H39 2.724 -1.103 5.680
H40 2.692 0.676 5.724
H41 1.277 -0.251 6.256
H42 3.516 -0.140 3.219
H43 2.768 -0.067 1.011
H44 -1.316 -0.162 2.433
H45 -0.508 -0.242 4.660

The calculation puts the orbital gap at 0.2267 Ha. The total charge is +3. The HOMO energy comes out at -17.622 eV. Its LUMO energy is -11.454 eV. The calculation puts the total energy at -1962.50813 Eh.

***

Record 2
A 8-piece molecular cluster, C23H45NO21 overall in a non-equilibrium geometry. Source: the Open Molecules 2025 dataset; level of theory: ωB97M-V/def2-TZVPD.

CARTESIAN COORDINATES (ANGSTROEM)
C1 -1.593 -0.843 1.709
O1 -2.277 -1.002 2.914
C2 -2.157 -0.080 3.823
O2 -1.646 1.049 3.680
O3 -2.741 -0.525 4.903
C3 -2.867 0.348 6.000
H1 -0.728 -0.180 1.689
H2 -2.363 -0.349 1.118
H3 -1.264 -1.782 1.265
H4 -3.357 1.307 5.829
H5 -1.901 0.563 6.457
H6 -3.522 -0.048 6.775
C4 1.966 -1.505 2.383
O4 2.061 -2.356 1.276
C5 2.746 -3.505 1.388
O5 3.111 -4.000 2.444
O6 2.944 -3.993 0.110
C6 3.602 -5.239 -0.099
H7 2.658 -0.663 2.376
H8 2.015 -1.988 3.358
H9 0.958 -1.090 2.366
H10 3.354 -5.582 -1.103
H11 3.202 -5.948 0.627
H12 4.676 -5.078 -0.007
C7 0.490 -5.768 -3.698
O7 -0.452 -4.641 -3.544
C8 -0.312 -3.540 -4.313
O8 0.516 -3.385 -5.147
O9 -1.167 -2.665 -3.850
C9 -1.439 -1.479 -4.615
H13 0.631 -6.190 -4.693
H14 0.330 -6.560 -2.967
H15 1.440 -5.321 -3.405
H16 -1.975 -1.671 -5.544
H17 -0.509 -0.987 -4.900
H18 -1.912 -0.877 -3.840
C10 4.498 -0.060 -0.536
O10 4.391 -1.018 -1.527
C11 5.200 -1.016 -2.587
O11 6.126 -0.224 -2.814
O12 4.889 -1.992 -3.406
C12 4.043 -3.137 -3.094
H19 4.329 0.971 -0.845
H20 5.414 -0.151 0.048
H21 3.772 -0.295 0.243
H22 4.525 -3.779 -2.356
H23 3.971 -3.694 -4.028
H24 3.078 -2.760 -2.756
C13 -1.314 2.463 -7.393
O13 -2.105 2.751 -6.260
C14 -1.829 2.443 -4.976
O14 -0.865 1.710 -4.673
O15 -2.817 2.812 -4.160
C15 -2.894 2.452 -2.812
H25 -1.498 1.461 -7.783
H26 -0.245 2.666 -7.332
H27 -1.743 2.931 -8.280
H28 -2.208 3.073 -2.236
H29 -2.538 1.436 -2.647
H30 -3.830 2.564 -2.265
C16 -4.196 1.811 1.143
O16 -4.115 2.765 2.151
C17 -5.019 2.722 3.200
O17 -5.823 1.830 3.343
O18 -4.727 3.657 4.146
C18 -5.569 3.837 5.211
H31 -5.125 2.131 0.673
H32 -4.282 0.793 1.524
H33 -3.288 1.782 0.541
H34 -6.556 3.810 4.750
H35 -5.443 4.864 5.554
H36 -5.522 3.068 5.983
C19 0.846 2.396 2.326
O19 1.243 1.544 1.327
C20 0.623 1.369 0.122
O20 -0.421 1.873 -0.235
O21 1.429 0.665 -0.694
C21 1.277 0.709 -2.087
H37 1.340 3.367 2.274
H38 1.026 1.998 3.325
H39 -0.226 2.556 2.216
H40 2.206 0.469 -2.603
H41 0.884 1.652 -2.470
H42 0.562 -0.003 -2.501
C22 2.350 3.670 5.367
C23 3.278 3.894 6.468
N1 4.008 4.047 7.337
H43 1.776 4.582 5.201
H44 1.666 2.848 5.579
H45 2.928 3.261 4.539

The calculation puts the orbital gap at 0.3956 Ha. The calculation puts the energy above the lowest of the compared OMol25 structures with the same formula, charge and spin at 45.79 kJ/mol. The total charge is 0. The HOMO energy comes out at -10.513 eV. Its LUMO energy is 0.252 eV. The structure (SMILES) is COC(=O)OC.COC(=O)OC.COC(=O)OC.COC(=O)OC.COC(=O)OC.COC(=O)OC.COC(=O)OC.CC#N. The calculation puts the total energy at -2538.07466 Eh.

***

Record 3
A 5-piece molecular cluster, C23H45O18P overall in a non-equilibrium geometry. Source: the Open Molecules 2025 dataset; level of theory: ωB97M-V/def2-TZVPD.

CARTESIAN COORDINATES (ANGSTROEM)
C1 1.566 -4.469 -0.811
C2 1.140 -4.038 -2.222
C3 1.763 -2.707 -2.597
O1 2.897 -2.660 -2.778
O2 0.972 -1.593 -2.682
C4 0.862 -0.961 -1.378
C5 -0.548 -0.455 -1.251
C6 -1.522 -1.575 -0.967
O3 -1.138 -2.632 -0.621
O4 -2.777 -1.252 -1.131
C7 -3.660 -2.399 -1.117
P1 -3.416 -3.623 -2.516
O5 -2.259 -3.010 -3.508
O6 -2.953 -5.066 -1.865
H1 1.542 -5.552 -0.760
H2 2.599 -4.162 -0.680
H3 0.900 -4.080 -0.052
H4 0.061 -4.052 -2.346
H5 1.541 -4.748 -2.936
H6 1.154 -1.637 -0.579
H7 1.552 -0.123 -1.370
H8 -0.687 0.314 -0.495
H9 -0.831 -0.074 -2.230
H10 -3.631 -2.884 -0.140
H11 -4.659 -2.009 -1.236
H12 -1.398 -2.856 -3.078
H13 -1.996 -5.138 -1.709
C8 0.862 3.524 4.845
C9 0.567 3.626 3.364
O7 0.437 2.327 2.761
C10 -0.718 1.702 2.984
O8 -1.651 2.127 3.613
O9 -0.662 0.508 2.381
C11 -1.811 -0.313 2.601
H14 1.737 2.896 5.017
H15 1.047 4.512 5.266
H16 0.028 3.073 5.382
H17 1.399 4.112 2.856
H18 -0.324 4.223 3.170
H19 -2.728 0.213 2.341
H20 -1.842 -0.641 3.639
H21 -1.719 -1.187 1.961
C12 6.213 -2.211 -1.313
C13 6.048 -2.098 -2.814
O10 7.211 -1.513 -3.426
C14 8.258 -2.324 -3.564
O11 8.311 -3.484 -3.245
O12 9.254 -1.623 -4.118
C15 10.477 -2.348 -4.251
H22 6.469 -1.241 -0.883
H23 5.290 -2.570 -0.856
H24 7.016 -2.901 -1.055
H25 5.220 -1.432 -3.042
H26 5.825 -3.062 -3.267
H27 10.322 -3.288 -4.777
H28 10.913 -2.531 -3.270
H29 11.155 -1.725 -4.829
C16 -5.801 -0.689 4.355
C17 -6.061 -0.551 2.870
O13 -6.172 -1.834 2.237
C18 -7.333 -2.470 2.417
O14 -8.279 -2.060 3.036
O15 -7.256 -3.647 1.791
C19 -8.404 -4.481 1.965
H30 -4.930 -1.322 4.532
H31 -5.625 0.288 4.805
H32 -6.646 -1.153 4.861
H33 -5.217 -0.052 2.397
H34 -6.948 0.052 2.673
H35 -9.316 -3.955 1.695
H36 -8.459 -4.831 2.995
H37 -8.278 -5.336 1.305
C20 1.544 9.233 -1.094
C21 0.123 9.091 -0.589
O16 -0.471 7.857 -1.021
C22 -0.089 6.770 -0.352
O17 0.680 6.736 0.575
O18 -0.704 5.714 -0.893
C23 -0.318 4.465 -0.322
H38 1.577 9.112 -2.178
H39 1.945 10.213 -0.834
H40 2.192 8.471 -0.662
H41 -0.498 9.881 -1.007
H42 0.072 9.174 0.496
H43 -0.429 4.475 0.760
H44 0.711 4.231 -0.595
H45 -0.973 3.702 -0.735

The calculation puts the orbital gap at 0.3329 Ha. The total charge is 0. The HOMO energy comes out at -8.696 eV. Its LUMO energy is 0.364 eV. The structure (SMILES) is CCC(=O)OCCC(=O)OCP(O)O.CCOC(=O)OC.CCOC(=O)OC.CCOC(=O)OC.CCOC(=O)OC. The calculation puts the total energy at -2599.13175 Eh.